Here is a gas-phase ion, C5H7N (charge +1) at a distorted geometry from the Open Molecules 2025 dataset. Energies are from the ωB97M-V functional and the def2-TZVPD basis.

```
13
Properties=species:S:1:pos:R:3:lowdin_spin:R:1
C -0.377 -1.759 -0.117 0.11
C 0.773 -1.433 0.673 0.29
N 0.864 -0.111 0.761 0.04
C -0.257 0.500 0.188 0.36
C -1.036 -0.585 -0.323 0.08
C -0.079 1.849 -0.442 0.05
H -0.659 -2.715 -0.510 0.00
H 1.493 -2.137 1.064 0.01
H 1.528 0.382 1.343 0.00
H -1.959 -0.494 -0.874 0.00
H -0.480 2.602 0.248 0.02
H -0.764 1.870 -1.286 0.01
H 0.951 2.030 -0.724 0.01
```

## Properties
total charge = +1
multiplicity = 2
electronic energy = -249.17163 Eh
HOMO level (alpha / beta) = -0.5364 / -0.5694 hartree
energy above the lowest of the compared OMol25 structures with the same formula, charge and spin = 38.3 kJ/mol
LUMO (alpha / beta) = -4.007 / -7.297 eV

---

Here is a gas-phase ion, C5H7N2 (charge +1) at a distorted geometry from the Open Molecules 2025 dataset. Energies are from the ωB97M-V functional and the def2-TZVPD basis.

```
14
Properties=species:S:1:pos:R:3:mulliken_charge:R:1
C 0.903 1.428 -0.086 -0.74
C 2.101 0.703 0.012 0.72
C -0.189 0.713 0.079 0.06
C -0.304 -0.837 -0.199 -0.37
C 0.953 -1.560 0.123 -0.57
N 2.814 -0.233 0.021 -0.46
N -1.535 1.261 0.072 -0.23
H -1.131 -1.158 0.391 0.37
H -0.685 -0.797 -1.261 0.33
H 1.056 -1.725 1.098 0.39
H 1.584 -2.078 -0.656 0.31
H -1.639 1.483 1.090 0.41
H -2.388 0.677 -0.139 0.38
H -1.540 2.123 -0.544 0.41
```

## Properties
total charge = +1
multiplicity = 1
electronic energy = -303.75894 Eh
HOMO level (alpha / beta) = -0.4843 / -0.4842 hartree
energy above the lowest of the compared OMol25 structures with the same formula, charge and spin = 682.7 kJ/mol
LUMO (alpha / beta) = -5.791 / -5.795 eV

---

Here is a gas-phase ion, C5H7N2 (charge +1) at a distorted geometry from the Open Molecules 2025 dataset. Energies are from the ωB97M-V functional and the def2-TZVPD basis.

```
14
Properties=species:S:1:pos:R:3:mulliken_charge:R:1
C -2.035 -0.090 1.065 -1.06
C -0.680 0.089 0.384 0.63
C 0.575 -0.227 0.699 -0.12
C 1.947 0.081 0.422 -0.31
N 1.856 0.759 -0.912 -0.50
N 0.854 0.352 -1.611 0.36
C -0.227 -0.273 -1.001 -0.33
H -2.717 -0.838 0.427 0.31
H -1.858 -0.449 2.028 0.36
H -2.608 0.837 1.098 0.34
H 2.148 0.893 1.175 0.29
H 2.655 -0.716 0.308 0.32
H 0.871 0.565 -2.539 0.26
H -0.782 -0.982 -1.544 0.44
```

## Properties
total charge = +1
multiplicity = 1
SMILES string = CC1=C2CN=[NH+][C@H]12
electronic energy = -303.77330 Eh
HOMO level (alpha / beta) = -0.5058 / -0.5058 hartree
energy above the lowest of the compared OMol25 structures with the same formula, charge and spin = 645.0 kJ/mol
LUMO (alpha / beta) = -5.742 / -5.747 eV

---

Here is a gas-phase ion, C5H7N2 (charge +1) at a distorted geometry from the Open Molecules 2025 dataset. Energies are from the ωB97M-V functional and the def2-TZVPD basis.

```
14
Properties=species:S:1:pos:R:3:mulliken_charge:R:1
C -0.511 -1.512 -2.053 -0.28
C 0.458 -1.505 -0.901 0.02
C -1.339 -0.523 -2.257 -0.16
C 0.332 1.354 2.049 -0.69
C -0.347 1.448 0.891 0.10
N 0.442 -0.539 -0.063 0.28
N -0.225 0.540 -0.111 -0.58
H -0.265 -2.364 -2.627 0.41
H 1.189 -2.342 -0.821 0.33
H -1.930 0.282 -2.134 0.44
H 0.494 2.148 2.648 0.32
H 0.998 0.455 2.146 0.16
H -1.025 2.309 0.649 0.33
H 1.300 -0.605 0.588 0.32
```

## Properties
total charge = +1
multiplicity = 1
electronic energy = -303.72240 Eh
HOMO level (alpha / beta) = -0.4597 / -0.4596 hartree
energy above the lowest of the compared OMol25 structures with the same formula, charge and spin = 778.6 kJ/mol
LUMO (alpha / beta) = -6.825 / -6.831 eV

---

Here is a gas-phase ion, C5H7N2 (charge +1) at a distorted geometry from the Open Molecules 2025 dataset. Energies are from the ωB97M-V functional and the def2-TZVPD basis.

```
14
Properties=species:S:1:pos:R:3:mulliken_charge:R:1
C 2.026 -0.285 -0.347 -0.28
C 1.014 -0.860 -0.885 -0.15
C 0.451 1.206 0.602 0.06
C -2.376 -0.932 0.032 -0.73
C -1.794 0.268 -0.168 0.14
N 1.756 0.889 0.432 -0.10
N -0.445 0.470 -0.048 -0.29
H 3.072 -0.585 -0.209 0.38
H 0.709 -1.635 -1.590 0.42
H 0.424 2.159 1.278 0.35
H -3.308 -1.267 -0.082 0.36
H -1.610 -1.785 0.279 0.17
H -2.327 1.156 -0.434 0.36
H 2.410 1.201 1.138 0.30
```

## Properties
total charge = +1
multiplicity = 1
electronic energy = -303.83007 Eh
HOMO level (alpha / beta) = -0.5073 / -0.5073 hartree
energy above the lowest of the compared OMol25 structures with the same formula, charge and spin = 495.9 kJ/mol
LUMO (alpha / beta) = -5.405 / -5.404 eV

---

Here is a molecular structure, C5H7N2O at a distorted geometry from the Open Molecules 2025 dataset. Energies are from the ωB97M-V functional and the def2-TZVPD basis.

```
15
Properties=species:S:1:pos:R:3:mulliken_charge:R:1
C 0.820 1.824 0.379 -0.06
C 0.550 -0.371 1.163 0.07
C -1.418 -1.032 -0.313 -0.63
C -0.286 -1.347 -1.248 -0.66
C -0.057 -0.450 -0.168 1.10
N 1.058 0.926 1.315 -0.03
N 0.138 1.431 -0.663 -0.36
O 0.650 -1.180 2.015 -0.46
H 1.036 2.853 0.585 0.43
H -2.223 -0.425 -0.531 0.28
H -1.738 -1.677 0.517 0.27
H 0.142 -2.259 -1.176 0.28
H -0.360 -1.010 -2.380 0.24
H 1.512 1.070 2.192 0.24
H 0.176 1.647 -1.688 0.32
```

## Properties
total charge = +1
multiplicity = 1
electronic energy = -379.12820 Eh
HOMO level = -0.5612 hartree
energy above the lowest of the compared OMol25 structures with the same formula, charge and spin = 195.6 kJ/mol
LUMO = -4.572 eV

---

Here is a gas-phase ion, C5H7N2O (charge +1) at a distorted geometry from the Open Molecules 2025 dataset. Energies are from the ωB97M-V functional and the def2-TZVPD basis.

```
15
Properties=species:S:1:pos:R:3:mulliken_charge:R:1
O -2.066 -1.023 -0.862 -0.37
C -2.195 -0.052 -0.191 0.19
C -1.112 0.736 0.580 -0.63
N 0.101 -0.064 0.379 0.14
C 0.640 -1.230 0.928 -0.14
C 1.856 -1.421 0.271 -0.43
N 2.054 -0.279 -0.535 -0.09
C 1.035 0.528 -0.380 -0.04
H -2.950 0.799 -0.468 0.26
H -1.335 0.996 1.652 0.37
H -1.002 1.711 0.177 0.35
H 0.462 -1.787 1.909 0.33
H 2.648 -1.996 0.399 0.48
H 2.913 -0.136 -1.156 0.30
H 0.747 1.499 -0.891 0.29
```

## Properties
total charge = +1
multiplicity = 1
SMILES string = O=CC[n+]1cc[nH]c1
electronic energy = -379.16471 Eh
HOMO level = -0.5153 hartree
energy above the lowest of the compared OMol25 structures with the same formula, charge and spin = 99.7 kJ/mol
LUMO = -3.451 eV

---

Here is a molecular structure, C5H7N2O2 at a distorted geometry from the Open Molecules 2025 dataset. Energies are from the ωB97M-V functional and the def2-TZVPD basis.

```
16
Properties=species:S:1:pos:R:3:mulliken_charge:R:1
C 1.554 -1.512 1.387 0.60
C -0.755 0.637 -1.217 -0.39
C -0.587 -0.767 -1.737 -0.42
C -0.312 0.418 0.212 0.23
C -0.186 1.380 1.344 -1.17
N -0.044 -1.607 -0.725 -1.02
N 0.213 -0.822 0.311 0.51
O 2.448 -1.298 0.687 -0.49
O 1.260 -1.908 2.472 -0.59
H -0.026 1.398 -1.617 0.22
H -1.768 1.080 -1.145 0.25
H -1.377 -1.349 -2.255 0.34
H 0.091 -0.591 -2.596 0.14
H -1.112 1.906 1.441 0.33
H 0.656 2.234 1.193 0.15
H -0.056 0.801 2.243 0.32
```

## Properties
total charge = -1
multiplicity = 1
electronic energy = -454.67888 Eh
HOMO level (alpha / beta) = -0.0760 / -0.0760 hartree
energy above the lowest of the compared OMol25 structures with the same formula, charge and spin = 325.4 kJ/mol
LUMO (alpha / beta) = 4.022 / 4.022 eV

---

Here is a molecular structure, C5H7N2O3 at a distorted geometry from the Open Molecules 2025 dataset. Energies are from the ωB97M-V functional and the def2-TZVPD basis.

```
17
Properties=species:S:1:pos:R:3:mulliken_charge:R:1
C -1.064 1.276 0.695 -0.45
C 0.979 -0.928 0.134 0.64
C -1.702 -0.057 0.980 -0.58
C -0.184 -0.529 -0.662 -0.34
C 2.217 -0.492 -0.590 -1.03
N -1.411 -0.846 -0.198 0.43
N -0.186 1.314 -0.270 0.24
O -2.411 -0.989 -1.036 -0.89
O 0.723 2.141 -0.565 -0.79
O 1.077 -1.386 1.285 -0.64
H -1.244 2.141 1.209 0.59
H -1.216 -0.414 1.845 0.21
H -2.822 -0.035 1.280 0.30
H -0.103 -0.475 -1.749 0.36
H 2.090 -0.570 -1.602 0.37
H 3.261 -0.824 -0.292 0.29
H 1.994 0.674 -0.463 0.28
```

## Properties
total charge = -1
multiplicity = 1
electronic energy = -529.78358 Eh
HOMO level (alpha / beta) = -0.0822 / -0.0821 hartree
energy above the lowest of the compared OMol25 structures with the same formula, charge and spin = 654.5 kJ/mol
LUMO (alpha / beta) = 3.865 / 3.866 eV

---

Here is 2 unconnected molecules or ions with the total composition C5H7N2P at a distorted geometry from the Open Molecules 2025 dataset. Energies are from the ωB97M-V functional and the def2-TZVPD basis.

```
15
Properties=species:S:1:pos:R:3:mulliken_charge:R:1
C 2.177 0.846 0.215 -0.37
C 0.845 1.366 0.067 -0.60
C 2.595 -0.409 0.109 -0.55
C -0.167 0.406 0.055 1.14
C 0.179 -0.905 -0.005 -0.28
N -1.474 0.833 -0.087 -0.54
N -2.077 -2.115 0.338 -0.64
P 1.589 -1.790 -0.206 -0.16
H 2.830 1.591 0.335 0.41
H 0.703 2.426 0.103 0.31
H 3.565 -0.676 0.452 0.38
H -1.578 1.842 0.266 0.25
H -2.275 0.208 0.245 0.21
H -2.326 -1.439 1.029 0.22
H -2.635 -1.889 -0.468 0.22
```

## Properties
multiplicity = 1
electronic energy = -645.38974 Eh
HOMO level (alpha / beta) = -0.3163 / -0.3162 hartree
energy above the lowest of the compared OMol25 structures with the same formula, charge and spin = 460.3 kJ/mol
LUMO (alpha / beta) = -1.026 / -1.026 eV